1.
The following is a quantum chemistry calculation of a molecular structure, C12H19Cl3O3Zr in a non-equilibrium geometry, from the OMol25 dataset.

Results
Total charge: -2
DFT total energy (Ha): -2122.145782
Multiplicity: 1
HOMO (eV): 1.831
Gap between HOMO and LUMO (eV): 2.29

Element x y z (Å)
C 2.01 0.17 0.29
C 1.86 0.34 -1.12
C 1.27 -0.85 -1.65
C 2.24 1.51 -1.89
C 0.96 -1.70 -0.55
C 1.49 -1.11 0.63
C 1.57 -1.74 1.96
C 2.63 1.14 1.22
C 1.05 -1.15 -3.07
C 0.25 -3.00 -0.63
Zr -1.54 1.65 0.85
Cl 0.23 2.66 -3.25
Cl -0.24 3.66 0.56
Cl -1.67 0.52 -1.23
H 2.62 2.32 -1.27
H 1.24 1.96 -2.45
H 2.93 1.25 -2.70
H 0.76 -0.24 -3.62
H 0.28 -1.92 -3.19
H 1.98 -1.54 -3.52
H -0.63 -2.94 -1.30
H -0.10 -3.32 0.36
H 0.92 -3.79 -1.03
H 0.72 -2.43 2.12
H 1.58 -0.99 2.75
H 2.49 -2.34 2.04
H 2.41 2.16 0.91
H 3.72 1.03 1.28
H 2.23 1.00 2.24
O -0.45 0.66 2.15
H -0.84 0.02 2.79
C -5.52 0.91 1.56
C -4.05 1.08 1.38
O -3.24 0.09 1.40
O -3.57 2.28 1.18
H -5.73 -0.16 1.61
H -6.05 1.37 0.72
H -5.83 1.41 2.47

Atom charges from the Löwdin analysis, given in e for atoms 1 to 5:
1. C -0.282
2. C -0.292
3. C -0.314
4. C -0.236
5. C -0.296

2.
The following is a quantum chemistry calculation of 3 unconnected molecules or ions with the total composition C12H19F4N4O7 in a non-equilibrium geometry, from the OMol25 dataset.

Results
Total charge: +1
DFT total energy (Ha): -1613.453007
Multiplicity: 1
HOMO (eV): -12.563
Gap between HOMO and LUMO (eV): 6.25

Element x y z (Å)
N 3.13 -2.70 1.30
C 1.95 -2.61 0.67
N 0.93 -3.63 0.40
C -0.30 -2.95 0.99
N -0.61 -3.58 2.29
C -1.81 -4.00 2.28
O -2.95 -4.13 2.47
C 0.03 -1.41 0.85
C -0.16 -0.37 2.02
F 1.05 0.18 2.50
F -0.84 -0.83 3.14
C -1.05 0.85 1.45
F -0.80 1.94 2.31
F -2.38 0.45 1.68
N 1.37 -1.41 0.14
H 3.12 -2.77 2.33
H 4.01 -2.63 0.78
H 0.70 -3.51 -0.61
H -1.19 -3.11 0.32
H -0.66 -1.04 0.02
H -0.84 1.08 0.37
H 2.00 -0.63 0.38
C -3.16 3.25 3.08
O -3.67 4.55 2.79
C -4.01 4.74 1.51
O -3.91 3.92 0.62
O -4.47 5.99 1.37
C -4.87 6.32 0.04
H -2.92 3.22 4.14
H -3.91 2.49 2.86
H -2.25 3.07 2.51
H -5.68 5.68 -0.29
H -4.02 6.26 -0.64
H -5.22 7.35 0.05
C 3.75 0.58 -3.29
O 4.23 -0.50 -4.07
C 3.62 -1.67 -3.84
O 2.72 -1.86 -3.05
O 4.17 -2.59 -4.64
C 3.61 -3.90 -4.50
H 4.32 1.47 -3.56
H 2.69 0.77 -3.50
H 3.90 0.39 -2.22
H 2.55 -3.89 -4.77
H 3.75 -4.28 -3.49
H 4.13 -4.55 -5.20

Atom charges from the Löwdin analysis, given in e for atoms 1 to 5:
1. N 0.200
2. C -0.178
3. N 0.116
4. C -0.261
5. N 0.148

3.
The following is a quantum chemistry calculation of 2 unconnected molecules or ions with the total composition C12H19N4 in a non-equilibrium geometry, from the OMol25 dataset.

Results
Total charge: +1
DFT total energy (Ha): -687.476339
Multiplicity: 1
HOMO (eV): -11.050
Gap between HOMO and LUMO (eV): 8.43

Element x y z (Å)
C -0.85 0.16 2.68
C -2.20 -0.49 2.38
C 0.40 1.75 1.31
N -0.76 1.38 1.85
N 1.56 1.55 1.88
N 0.31 2.53 0.22
H -0.70 0.35 3.75
H -0.01 -0.49 2.45
H -2.40 -0.67 1.31
H -3.14 0.03 2.56
H -1.57 1.54 1.28
H 1.66 1.01 2.72
H 2.41 1.89 1.48
H -0.57 2.92 -0.08
H 1.05 2.71 -0.44
H -2.16 -1.51 2.76
C -2.27 -1.05 -2.17
C 1.36 -0.25 -1.84
C 0.16 -0.78 -1.28
C -0.88 -0.49 -2.24
C -0.31 0.25 -3.21
C 2.61 -1.20 -0.01
C 2.59 -0.51 -1.19
C 1.45 -1.61 0.63
C 0.25 -1.44 -0.06
N 1.04 0.49 -2.94
H 3.60 -1.21 0.45
H 3.49 -0.28 -1.75
H 1.44 -1.99 1.64
H -0.55 -2.16 0.17
H 1.66 0.72 -3.71
H -0.85 0.63 -4.07
H -2.84 -0.81 -3.06
H -2.78 -0.83 -1.24
H -2.22 -2.15 -2.23

Atom charges from the Löwdin analysis, given in e for atoms 1 to 5:
1. C -0.206
2. C -0.071
3. C -0.431
4. N 0.097
5. N 0.253

4.
The following is a quantum chemistry calculation of 2 unconnected molecules or ions with the total composition C12H19N4O3S in a non-equilibrium geometry, from the OMol25 dataset.

Results
Total charge: +1
DFT total energy (Ha): -1311.080486
Multiplicity: 1
HOMO (eV): -11.269
Gap between HOMO and LUMO (eV): 5.61

Element x y z (Å)
C -0.33 -1.11 5.04
C 0.95 -0.75 4.30
C 1.19 -1.76 3.15
C 2.41 -1.67 2.14
C 2.40 -0.16 1.53
S 3.81 -0.06 0.33
C 3.49 1.22 -0.94
N 4.42 1.83 -1.86
N 3.74 2.71 -2.65
C 2.39 2.66 -2.20
O 2.17 1.75 -1.12
C 0.15 -2.87 3.04
N -0.98 -3.14 3.80
N -1.12 -2.21 4.73
H -0.65 -0.42 5.90
H 1.62 0.12 4.53
H 3.41 -1.98 2.57
H 2.13 -2.34 1.24
H 2.42 0.64 2.34
H 1.44 0.00 0.93
H 1.53 3.28 -2.62
H 0.33 -3.61 2.18
H -1.97 -2.34 5.31
C -2.23 -0.84 -3.87
O -1.54 -0.69 -2.63
C -0.75 0.50 -2.59
C -1.47 1.62 -1.84
O -2.65 2.03 -2.51
C -3.82 1.45 -1.96
H -3.03 -1.57 -3.73
H -2.68 0.10 -4.21
H -1.54 -1.21 -4.64
H -0.48 0.82 -3.60
H 0.17 0.25 -2.05
H -0.80 2.49 -1.78
H -1.70 1.31 -0.81
H -4.11 1.99 -1.05
H -3.70 0.39 -1.74
H -4.63 1.56 -2.69

Atom charges from the Löwdin analysis, given in e for atoms 1 to 5:
1. C 0.036
2. C 0.097
3. C -0.081
4. C -0.187
5. C -0.472

5.
The following is a quantum chemistry calculation of 2 unconnected molecules or ions with the total composition C12H19NO in a non-equilibrium geometry, from the OMol25 dataset.

Results
SMILES string: CCN(C)C(C)=O.Cc1ccccc1
DFT total energy (Ha): -598.410887
Multiplicity: 1
HOMO (eV): -7.928
Gap between HOMO and LUMO (eV): 8.56

Element x y z (Å)
C -2.15 0.61 1.07
C -1.72 2.08 1.14
C -3.77 -1.13 0.34
C -1.11 0.00 -1.49
C -2.45 0.47 -1.26
O -3.26 1.18 -1.74
N -3.07 0.14 0.10
H -1.09 -0.03 0.86
H -2.73 0.44 2.04
H -0.78 2.40 1.25
H -2.35 2.44 1.84
H -3.15 -1.85 -0.22
H -0.39 0.84 -1.04
H -2.17 2.61 0.30
H -3.98 -1.61 1.15
H -4.75 -1.11 -0.16
H -0.84 -1.02 -1.25
H -0.73 0.03 -2.53
C 2.47 0.26 -1.96
C 2.05 -1.46 -0.23
C 2.59 -0.19 -0.57
C 2.41 -1.92 1.02
C 3.01 -1.18 2.06
C 3.49 0.49 0.28
C 3.39 0.16 1.61
H 1.38 -1.97 -0.93
H 2.02 -2.87 1.40
H 3.03 1.33 -2.08
H 1.55 0.26 -2.43
H 3.12 -1.24 3.20
H 3.91 1.41 0.09
H 3.47 0.78 2.50
H 2.84 -0.50 -2.84

Atom charges from the Löwdin analysis, given in e for atoms 1 to 5:
1. C -0.287
2. C -0.070
3. C -0.053
4. C -0.030
5. C -0.460

6.
The following is a quantum chemistry calculation of a molecular structure, C12H19NO2 in a non-equilibrium geometry, from the OMol25 dataset.

Results
DFT total energy (Ha): -673.699536
Multiplicity: 1
HOMO (eV): -8.339
Gap between HOMO and LUMO (eV): 9.24

Element x y z (Å)
C 2.11 -0.27 3.01
C 2.10 1.50 1.30
C 0.56 1.43 0.93
C -1.17 -0.06 0.53
C -2.19 0.01 1.39
C -3.59 0.02 1.07
C -3.82 0.22 -0.29
C -2.79 0.30 -1.24
C -1.47 0.05 -0.86
C 0.50 -0.91 -1.83
C 1.82 -0.43 -2.54
C -0.14 -2.01 -2.60
H 2.06 0.11 4.15
H 1.04 -0.81 2.42
H 2.99 -1.07 2.66
H 2.20 1.69 3.42
H 2.43 2.37 0.87
H 2.66 0.65 0.76
H -0.17 2.02 1.59
H 0.37 1.72 -0.17
H -1.76 -0.01 2.42
H -4.45 0.18 1.74
H -4.81 0.30 -0.79
H -3.07 0.49 -2.32
H 0.99 -1.27 -0.87
H 1.38 0.01 -3.52
H 2.15 0.32 -1.82
H 2.65 -1.10 -2.71
H 0.42 -2.89 -2.69
H -0.16 -1.62 -3.61
H -1.18 -2.33 -2.41
N 2.49 1.09 2.66
O 0.13 0.01 1.01
O -0.29 0.27 -1.67

Atom charges from the Löwdin analysis, given in e for atoms 1 to 5:
1. C -0.184
2. C -0.180
3. C -0.105
4. C -0.280
5. C -0.027

7.
The following is a quantum chemistry calculation of a molecular structure, C12H20BF4IrN5O5P in a non-equilibrium geometry, from the OMol25 dataset.

Results
Total charge: +3
DFT total energy (Ha): -1988.450534
<S²>: 8.7627
Multiplicity: 6
HOMO (spin up / spin down) (eV): -16.648 / -18.431
Gap between HOMO and LUMO (spin up / spin down) (eV): 6.43 / 5.61

Element x y z (Å)
Ir 0.51 -0.06 -0.09
N -0.57 -3.39 -3.40
C -1.19 -2.07 -3.72
P -0.14 -0.78 -2.93
O 1.23 -1.34 -2.75
O -0.87 -0.29 -1.67
C 0.05 0.66 -4.07
N 1.43 1.19 -3.82
H 0.40 -3.42 -3.73
H -1.09 -4.16 -3.83
H -0.52 -3.54 -2.36
H -2.20 -2.05 -3.33
H -1.23 -1.96 -4.81
H -0.67 1.44 -3.86
H -0.03 0.36 -5.12
H 1.71 1.87 -4.52
H 2.10 0.40 -3.81
H 1.48 1.61 -2.88
F 3.85 0.92 -0.75
B 3.40 2.04 -0.23
F 2.88 2.02 1.00
F 3.47 3.17 -0.90
F 1.20 1.51 -1.08
O -0.20 -3.69 -0.73
C 0.40 -3.28 0.24
C 1.06 -4.10 1.33
C 1.75 -3.08 2.26
C 1.40 -1.78 1.62
O 1.70 -0.61 1.88
N 0.61 -1.94 0.53
H 1.76 -4.80 0.87
H 0.30 -4.70 1.83
H 2.83 -3.19 2.30
H 1.39 -3.11 3.29
N -2.44 4.11 5.28
C -2.89 3.62 4.14
O -4.12 3.90 3.79
C -2.15 2.81 3.22
C -0.74 2.84 3.16
C -0.07 2.02 2.23
N -0.72 1.21 1.34
C -2.06 1.20 1.38
C -2.82 1.97 2.29
H -3.01 4.74 5.84
H -1.59 3.77 5.69
H -0.14 3.48 3.79
H 1.01 2.01 2.19
H -2.56 0.57 0.65
H -3.90 1.89 2.26

Atom charges from the Löwdin analysis, given in e for atoms 1 to 5:
1. Ir 1.730
2. N 0.152
3. C -0.153
4. P 0.447
5. O -0.319

8.
The following is a quantum chemistry calculation of C12H20Cl2N4O6S2 in the gas phase in a non-equilibrium geometry, from the OMol25 dataset.

Results
SMILES string: O=NN(CCCl)C(=O)OCCCSSCCCOC(=O)N(CCCl)N=O
DFT total energy (Ha): -2856.265861
Multiplicity: 1
HOMO (eV): -9.103
Gap between HOMO and LUMO (eV): 8.79

Element x y z (Å)
O 0.14 2.52 -1.00
O -6.41 -0.93 -0.33
O 3.44 -0.25 -2.25
O -2.83 1.53 0.85
Cl 1.80 3.26 -4.48
Cl -3.69 0.50 3.30
N 1.14 1.83 -0.76
N -5.22 -0.60 -0.47
O 3.73 1.28 -0.52
O -2.60 -0.67 0.10
S 3.07 -2.39 2.36
S 1.15 -1.41 2.44
C 3.07 0.77 -1.59
C -3.28 0.46 0.43
N 1.83 1.37 -1.83
N -4.67 0.38 0.32
C 1.97 1.61 -4.41
C -5.33 0.67 2.61
C 4.81 0.70 0.18
C -1.33 -0.70 0.77
C 3.83 -1.70 0.79
C 0.41 -2.51 1.26
C 1.20 1.06 -3.14
C -5.48 1.26 1.22
C 4.23 -0.21 1.22
C -1.07 -2.19 0.93
H 3.09 1.55 -4.32
H 1.69 1.02 -5.29
H -5.91 1.36 3.23
H -5.80 -0.30 2.73
H 5.45 1.45 0.71
H 5.48 0.09 -0.53
H -1.34 -0.26 1.76
H -0.58 -0.31 0.13
H 3.13 -1.61 -0.01
H 4.75 -2.29 0.68
H 0.38 -3.54 1.36
H 0.99 -2.38 0.38
H 1.06 -0.02 -3.28
H 0.21 1.45 -3.07
H -5.20 2.28 1.10
H -6.52 1.20 0.97
H 3.34 0.38 1.68
H 5.00 -0.49 1.99
H -1.37 -2.70 0.02
H -1.75 -2.53 1.77

Atom charges from the Löwdin analysis, given in e for atoms 1 to 5:
1. O 0.002
2. O -0.022
3. O 0.059
4. O 0.040
5. Cl 0.663

Q: Among the records above, which one has the highest DFT total energy?
A: C12H19NO